Density functional theory data (ωB97M-V/def2-TZVPD) for a cluster of 6 separate species, C51H53Cl2I2N7O4 in total.

Structure (XYZ):
```
119
Properties=species:S:1:pos:R:3:mulliken_charge:R:1
C 6.09 -1.26 3.22 -1.21
C 5.47 -0.08 2.48 -0.33
O 4.03 -0.08 2.65 -0.49
C 3.29 -0.01 1.52 0.52
C 2.76 -1.17 0.98 -1.03
C 2.99 -2.46 1.65 0.17
Cl 4.33 -3.40 1.07 -0.25
C 2.23 -2.93 2.64 0.26
C 2.32 -4.23 3.35 -1.13
Cl 0.94 -1.93 3.21 -0.14
C 1.98 -1.11 -0.15 1.17
C 1.52 -2.37 -0.77 -1.15
I -0.31 -3.12 -0.06 0.15
C 2.18 -3.00 -1.72 0.37
C 1.84 -4.28 -2.41 -1.43
I 3.93 -2.14 -2.50 0.08
C 1.65 0.13 -0.69 0.66
C 2.18 1.31 -0.14 0.45
C 3.03 1.25 0.96 1.02
C 3.64 2.44 1.62 0.17
C 4.58 3.24 1.00 -0.24
C 5.12 4.31 1.70 -0.52
N 4.79 4.62 2.95 -0.64
C 3.88 3.84 3.54 -0.48
C 3.29 2.75 2.92 -0.35
C 1.74 2.60 -0.76 -0.11
O 2.43 3.59 -0.84 -0.58
C 0.34 2.59 -1.29 0.73
O -0.29 3.82 -1.36 -0.62
C -0.19 1.48 -1.80 0.85
C -1.56 1.35 -2.40 -1.46
C -2.67 1.63 -1.38 -0.72
C -2.97 0.42 -0.46 0.17
C -4.46 0.11 -0.30 -1.26
N -4.84 -0.12 1.08 0.28
C -4.52 -1.21 1.85 -0.54
C -5.05 -1.02 3.09 -0.81
C -5.72 0.22 3.08 -0.61
C -5.57 0.75 1.83 -0.26
C 0.70 0.27 -1.84 -0.73
O 0.61 -0.52 -2.75 -0.60
H 6.82 -1.76 2.58 0.29
H 6.58 -0.92 4.13 0.38
H 5.32 -1.97 3.51 0.25
H 5.82 0.86 2.91 0.37
H 5.68 -0.11 1.42 0.36
H 2.28 -4.07 4.42 0.39
H 1.46 -4.84 3.08 0.29
H 3.22 -4.78 3.09 0.18
H 1.78 -4.11 -3.48 0.38
H 0.88 -4.68 -2.08 0.38
H 2.61 -5.03 -2.25 0.34
H 4.91 3.04 -0.01 0.47
H 5.85 4.94 1.22 0.40
H 3.62 4.09 4.56 0.42
H 2.56 2.16 3.46 0.44
H -0.59 4.06 -0.47 0.32
H -1.67 1.95 -3.30 0.54
H -1.66 0.31 -2.71 0.51
H -2.40 2.47 -0.74 0.08
H -3.58 1.93 -1.90 0.63
H -2.45 -0.46 -0.84 0.13
H -2.57 0.60 0.54 0.35
H -4.75 -0.75 -0.90 0.32
H -5.07 0.95 -0.65 0.42
H -3.94 -2.03 1.47 0.50
H -4.99 -1.71 3.92 0.57
H -6.25 0.69 3.90 0.41
H -5.95 1.67 1.43 0.44
C 4.06 -9.26 1.26 -0.47
C 4.87 -8.94 2.38 -0.62
C 4.96 -7.58 2.44 -0.27
N 4.23 -7.06 1.40 0.15
C 3.68 -8.08 0.68 -0.51
H 3.78 -10.25 0.92 0.39
H 5.33 -9.64 3.06 0.40
H 5.47 -6.94 3.13 0.36
H 4.12 -6.09 1.21 0.22
H 3.07 -7.88 -0.19 0.38
C -7.60 -4.73 4.73 -0.46
C -7.57 -5.05 6.11 -0.38
C -7.57 -3.87 6.80 -0.53
N -7.61 -2.85 5.89 0.02
C -7.62 -3.37 4.62 -0.49
H -7.60 -5.43 3.90 0.40
H -7.54 -6.04 6.55 0.39
H -7.56 -3.67 7.86 0.38
H -7.62 -1.87 6.11 0.21
H -7.65 -2.72 3.76 0.45
C 0.42 4.82 -6.42 -0.33
C -0.38 5.94 -6.07 -0.78
C -0.62 5.86 -4.72 -0.44
N 0.01 4.74 -4.25 0.14
C 0.64 4.10 -5.27 -0.37
H 0.79 4.56 -7.40 0.47
H -0.74 6.71 -6.72 0.39
H -1.17 6.50 -4.06 0.38
H 0.00 4.43 -3.29 0.23
H 1.20 3.19 -5.11 0.36
C 2.91 0.91 -9.66 -0.44
C 2.83 0.90 -8.24 -0.40
C 2.94 2.20 -7.81 -0.51
N 3.10 2.99 -8.92 0.01
C 3.08 2.21 -10.05 -0.51
H 2.86 0.06 -10.31 0.38
H 2.69 0.04 -7.60 0.44
H 2.93 2.63 -6.82 0.42
H 3.21 3.99 -8.90 0.23
H 3.18 2.65 -11.02 0.38
C -4.92 4.44 1.59 0.04
C -4.92 5.78 1.10 -0.68
C -5.96 6.44 1.71 -0.48
N -6.58 5.55 2.54 0.01
C -5.96 4.33 2.48 -0.70
H -4.24 3.65 1.33 0.51
H -4.24 6.21 0.39 0.40
H -6.30 7.45 1.62 0.38
H -7.38 5.76 3.11 0.18
H -6.30 3.50 3.06 0.35
```

Values from the calculation:
**SMILES**: CCOc1c(/C(Cl)=C(/C)Cl)c(/C(I)=C(/C)I)c2c(c1-c1ccncc1)C(=O)C(O)=C(CCCCn1cccc1)C2=O.c1cc[nH]c1.c1cc[nH]c1.c1cc[nH]c1.c1cc[nH]c1.c1cc[nH]c1
**Highest occupied orbital energy**: -8.1 eV
**Charge**: 0
**LUMO**: -1.242 eV
**Total energy**: -4175.1257 a.u.